Molecular formula: C2HBrCl2O
Method: DFT, ωB97M-V with the def2-TZVPD basis set

Element x y z (Å)
Br  0.803158  2.006150  0.127568
Cl  0.858261  -0.380093  1.858029
Cl  1.793543  -0.757612  -0.906495
O  -2.022692  0.377653  -0.013276
C  -1.122236  -0.302092  -0.305781
C  0.700983  0.149189  0.105401
H  -1.011018  -1.093193  -0.865448

Force components x, y, z for each atom (eV/Å):
0.341 0.979 -0.538
0.009 -0.164 -0.851
-0.222 0.317 -0.031
-0.030 -0.092 0.208
3.025 5.265 3.022
-3.164 -1.438 1.267
0.041 -4.867 -3.077

Kohn-Sham gap   0.3646 Ha
LUMO energy   0.004 hartree
HOMO   -9.80 eV
Relative energy (zero: lowest compared OMol25 entry of this formula, charge and spin)   1.426 eV

Atomic partial charges in e from the Mulliken method, atoms 1 to 5:
1. Br 0.001
2. Cl -0.143
3. Cl -0.110
4. O -0.310
5. C 0.068

***

Molecular formula: C5H12NO
Method: DFT, ωB97M-V with the def2-TZVPD basis set

Element x y z (Å)
O  0.465868  -0.677156  0.443085
N  1.491955  -2.343290  -1.050993
C  -0.121813  2.301281  0.842073
C  -2.563589  1.718308  1.378248
C  -1.218886  1.402074  1.402769
C  0.460032  -2.117496  -2.064560
C  1.642045  -1.144463  -0.161985
H  0.834662  -1.377270  -2.820794
H  -0.490596  -1.727835  -1.614770
H  0.292523  -3.026544  -2.603387
H  2.448940  -1.381884  0.567577
H  2.142952  -0.334742  -0.785395
H  0.413855  1.802973  0.067337
H  -3.017395  2.728691  1.129832
H  -0.868983  0.467611  1.926707
H  -0.526153  3.261971  0.475458
H  1.191544  -3.095708  -0.453627
H  -3.209815  0.966594  1.756997
H  0.632849  2.576880  1.565422

Force components x, y, z for each atom (eV/Å):
1.956 -0.977 -0.941
0.310 0.792 -0.218
-1.161 0.581 0.544
2.527 0.719 0.097
-1.365 0.838 0.439
0.067 1.247 0.369
-1.420 1.374 0.747
-0.283 -0.406 0.681
0.648 -0.242 -0.406
-0.283 -0.720 -0.352
-0.214 -0.415 0.018
-0.431 -0.513 -0.100
0.197 -0.635 -0.657
0.840 -1.417 -0.152
-0.434 0.875 -1.216
-0.088 -0.381 -0.028
-0.252 -0.185 0.240
-0.788 -0.366 0.365
0.173 -0.168 0.572

Kohn-Sham gap   0.2474 Ha
Net charge   -1
LUMO energy   0.151 hartree
HOMO   -2.61 eV
Relative energy (zero: lowest compared OMol25 entry of this formula, charge and spin)   1.443 eV

Atomic partial charges in e from the Mulliken method, atoms 1 to 5:
1. O -0.742
2. N -0.514
3. C -0.863
4. C -0.780
5. C 0.173

***

Molecular formula: C4H6O2
Method: DFT, ωB97M-V with the def2-TZVPD basis set

Element x y z (Å)
O  -0.853915  -1.756219  -0.766468
O  -1.806596  -1.219281  0.221914
C  0.043538  0.197940  0.405343
C  -1.153717  -0.166047  0.803908
C  0.834545  0.428174  -0.799236
C  1.149611  1.136226  0.518262
H  0.309093  1.015115  -1.555237
H  2.037697  0.770616  1.036649
H  1.486594  -0.337238  -1.204777
H  -1.249651  -2.630129  -0.865271
H  0.941703  2.189884  0.663395
H  -1.745459  0.374214  1.539769

Force components x, y, z for each atom (eV/Å):
-1.075 0.029 0.561
0.323 -0.078 -0.854
-0.255 0.371 0.042
0.507 0.217 0.026
0.179 -0.148 -0.174
0.067 0.364 0.134
0.173 -0.191 0.134
-0.257 0.090 -0.040
0.195 0.152 0.154
-0.091 -0.154 -0.019
0.182 0.084 -0.219
0.054 -0.735 0.254

Kohn-Sham gap   0.3426 Ha
LUMO energy   0.033 hartree
HOMO   -8.44 eV
Relative energy (zero: lowest compared OMol25 entry of this formula, charge and spin)   5.580 eV

Atomic partial charges in e from the Mulliken method, atoms 1 to 5:
1. O -0.285
2. O -0.254
3. C 0.232
4. C -0.206
5. C -0.453

***

Molecular formula: C3H5N3O
Method: DFT, ωB97M-V with the def2-TZVPD basis set

Element x y z (Å)
O  0.078302  -0.776555  1.689453
N  -1.934195  0.275695  0.875273
N  -0.515867  0.733664  -1.414250
N  -0.079337  -0.178970  -0.532441
C  1.344554  -0.342004  -0.128015
C  -0.657031  -0.108377  0.771556
C  1.348666  -0.829952  1.072088
H  -1.948546  0.384915  -0.460129
H  2.233504  -0.270540  -0.835756
H  -0.584197  1.763476  -0.782362
H  -1.604707  0.672464  -1.670272
H  2.318854  -1.323816  1.414855

Force components x, y, z for each atom (eV/Å):
1.436 0.402 -0.541
3.961 -0.572 -4.097
-1.831 5.528 -0.085
2.894 -1.096 2.991
-0.190 0.480 -4.183
-6.092 -0.684 -0.760
1.952 -0.984 1.501
-1.578 -0.015 5.832
-1.700 -0.145 0.992
0.231 -3.039 -2.398
3.067 -0.631 0.106
-2.150 0.757 0.642

Kohn-Sham gap   0.3430 Ha
LUMO energy   0.020 hartree
HOMO   -8.79 eV
Relative energy (zero: lowest compared OMol25 entry of this formula, charge and spin)   6.353 eV

Atomic partial charges in e from the Mulliken method, atoms 1 to 5:
1. O -0.322
2. N -0.653
3. N -0.808
4. N 0.331
5. C -0.301

***

Copy entry 2 word for word.
Molecular formula: C5H12NO
Method: DFT, ωB97M-V with the def2-TZVPD basis set

Element x y z (Å)
O  0.465868  -0.677156  0.443085
N  1.491955  -2.343290  -1.050993
C  -0.121813  2.301281  0.842073
C  -2.563589  1.718308  1.378248
C  -1.218886  1.402074  1.402769
C  0.460032  -2.117496  -2.064560
C  1.642045  -1.144463  -0.161985
H  0.834662  -1.377270  -2.820794
H  -0.490596  -1.727835  -1.614770
H  0.292523  -3.026544  -2.603387
H  2.448940  -1.381884  0.567577
H  2.142952  -0.334742  -0.785395
H  0.413855  1.802973  0.067337
H  -3.017395  2.728691  1.129832
H  -0.868983  0.467611  1.926707
H  -0.526153  3.261971  0.475458
H  1.191544  -3.095708  -0.453627
H  -3.209815  0.966594  1.756997
H  0.632849  2.576880  1.565422

Force components x, y, z for each atom (eV/Å):
1.956 -0.977 -0.941
0.310 0.792 -0.218
-1.161 0.581 0.544
2.527 0.719 0.097
-1.365 0.838 0.439
0.067 1.247 0.369
-1.420 1.374 0.747
-0.283 -0.406 0.681
0.648 -0.242 -0.406
-0.283 -0.720 -0.352
-0.214 -0.415 0.018
-0.431 -0.513 -0.100
0.197 -0.635 -0.657
0.840 -1.417 -0.152
-0.434 0.875 -1.216
-0.088 -0.381 -0.028
-0.252 -0.185 0.240
-0.788 -0.366 0.365
0.173 -0.168 0.572

Kohn-Sham gap   0.2474 Ha
Net charge   -1
LUMO energy   0.151 hartree
HOMO   -2.61 eV
Relative energy (zero: lowest compared OMol25 entry of this formula, charge and spin)   1.443 eV

Atomic partial charges in e from the Mulliken method, atoms 1 to 5:
1. O -0.742
2. N -0.514
3. C -0.863
4. C -0.780
5. C 0.173

***

Repeat the fourth record exactly.
Molecular formula: C3H5N3O
Method: DFT, ωB97M-V with the def2-TZVPD basis set

Element x y z (Å)
O  0.078302  -0.776555  1.689453
N  -1.934195  0.275695  0.875273
N  -0.515867  0.733664  -1.414250
N  -0.079337  -0.178970  -0.532441
C  1.344554  -0.342004  -0.128015
C  -0.657031  -0.108377  0.771556
C  1.348666  -0.829952  1.072088
H  -1.948546  0.384915  -0.460129
H  2.233504  -0.270540  -0.835756
H  -0.584197  1.763476  -0.782362
H  -1.604707  0.672464  -1.670272
H  2.318854  -1.323816  1.414855

Force components x, y, z for each atom (eV/Å):
1.436 0.402 -0.541
3.961 -0.572 -4.097
-1.831 5.528 -0.085
2.894 -1.096 2.991
-0.190 0.480 -4.183
-6.092 -0.684 -0.760
1.952 -0.984 1.501
-1.578 -0.015 5.832
-1.700 -0.145 0.992
0.231 -3.039 -2.398
3.067 -0.631 0.106
-2.150 0.757 0.642

Kohn-Sham gap   0.3430 Ha
LUMO energy   0.020 hartree
HOMO   -8.79 eV
Relative energy (zero: lowest compared OMol25 entry of this formula, charge and spin)   6.353 eV

Atomic partial charges in e from the Mulliken method, atoms 1 to 5:
1. O -0.322
2. N -0.653
3. N -0.808
4. N 0.331
5. C -0.301

***

> Kohn-Sham gap of number 4 (C3H5N3O)?

0.3430 Ha